82
Properties=species:S:1:pos:R:3:mulliken_charge:R:1 method="wB97M-V/def2-TZVPD" homo_energy_ev="-10.36 / -10.24" charge=+1 e_lumo_ha="-0.175 / -0.181" multiplicity=2 e_above_lowest_ev=4.007 total_energy_ha=-4825.87364
Ir -0.286 -0.023 0.222 0.958
C 0.455 -3.777 2.867 -1.853
C 1.025 -2.798 1.861 1.245
C 2.403 -3.165 1.357 -1.673
O 0.169 -2.557 0.789 -0.299
C 1.145 -1.355 2.754 0.395
O 2.039 -1.375 3.550 -0.626
O 0.246 -0.589 2.428 -0.733
H 0.291 -4.740 2.379 0.438
H -0.490 -3.422 3.278 0.505
H 1.157 -3.914 3.686 0.401
H 2.353 -4.144 0.878 0.400
H 3.098 -3.207 2.191 0.414
H 2.758 -2.438 0.631 0.290
H -0.747 -2.688 1.077 0.300
C 1.945 -2.549 -2.867 -1.925
C 1.556 -1.200 -3.470 2.130
C 1.927 -1.161 -4.947 -1.837
C 2.315 -0.125 -2.691 -1.948
P -0.336 -0.952 -3.164 0.473
N -0.480 -0.581 -1.643 -0.187
C -1.336 -2.558 -3.544 2.049
C -2.821 -2.203 -3.550 -1.833
C -1.113 -3.527 -2.383 -1.932
C -0.958 -3.185 -4.880 -1.884
C -1.057 0.552 -4.142 2.223
C -1.304 0.282 -5.621 -1.909
C -2.340 0.981 -3.426 -1.822
C -0.057 1.697 -3.988 -2.123
H 3.031 -2.627 -2.844 0.639
H 1.580 -3.382 -3.461 0.259
H 1.577 -2.628 -1.846 0.350
H 2.989 -1.382 -5.047 0.511
H 1.753 -0.182 -5.385 0.305
H 1.379 -1.905 -5.518 0.303
H 3.355 -0.426 -2.591 0.632
H 1.898 -0.013 -1.683 0.310
H 2.306 0.840 -3.187 0.273
H -3.097 -1.701 -2.625 0.334
H -3.402 -3.121 -3.620 0.646
H -3.093 -1.589 -4.402 0.272
H -1.193 -2.990 -1.439 0.358
H -0.149 -4.024 -2.423 0.319
H -1.880 -4.299 -2.405 0.538
H -1.043 -2.472 -5.695 0.312
H -1.636 -4.011 -5.092 0.508
H 0.050 -3.590 -4.874 0.303
H -2.092 -0.447 -5.785 0.292
H -0.406 -0.065 -6.124 0.334
H -1.618 1.208 -6.101 0.523
H -3.199 0.379 -3.701 0.247
H -2.570 2.015 -3.677 0.545
H -2.201 0.912 -2.345 0.365
H 0.831 1.547 -4.593 0.298
H 0.221 1.809 -2.943 0.416
H -0.517 2.629 -4.316 0.637
C -4.561 2.722 2.210 -0.884
N -3.656 3.095 1.164 0.063
C -3.491 4.480 0.752 -0.687
C -2.314 4.414 -0.238 -0.346
N -2.138 2.980 -0.418 0.281
C -2.847 2.289 0.487 0.595
S -2.802 0.614 0.687 -0.528
H -4.346 3.308 3.107 0.320
H -4.431 1.660 2.421 0.276
H -5.594 2.900 1.907 0.328
H -3.282 5.113 1.618 0.400
H -4.411 4.837 0.280 0.337
H -1.403 4.865 0.171 0.137
H -2.545 4.887 -1.195 0.370
H -1.286 2.597 -0.806 -0.216
Br 1.654 6.264 2.332 -0.155
C 1.200 4.518 1.683 -0.068
C 1.613 4.125 0.421 -0.861
C 1.253 2.871 -0.056 0.584
C 0.486 1.994 0.710 -0.062
C 0.094 2.423 1.982 -0.372
C 0.444 3.668 2.475 -0.692
H 2.225 4.783 -0.176 0.474
H 1.595 2.587 -1.041 0.327
H -0.487 1.777 2.628 0.421
H 0.148 3.967 3.472 0.491

81
Properties=species:S:1:pos:R:3:mulliken_charge:R:1 method="wB97M-V/def2-TZVPD" homo_energy_ev=-10.60 charge=+1 e_lumo_ha=-0.137 e_above_lowest_ev=0.218 total_energy_ha=-5923.72601
Ni -0.381 -0.821 -0.508 0.086
C -1.935 -2.594 -2.632 -1.910
N -0.736 -1.988 -2.043 0.423
C 0.374 -2.406 -2.568 0.621
C 1.573 -1.827 -2.131 -0.433
C 2.913 -1.934 -2.476 -1.364
C 3.566 -0.947 -1.725 -1.371
C 2.589 -0.304 -0.969 -0.594
N 1.373 -0.831 -1.210 0.784
C -2.109 -4.055 -2.297 0.978
C -1.564 -4.622 -1.152 0.266
C -1.789 -5.961 -0.862 -0.820
C -2.557 -6.743 -1.711 -0.483
C -3.097 -6.181 -2.861 -0.590
C -2.870 -4.847 -3.152 -0.806
H -1.892 -2.478 -3.720 0.489
H -2.812 -2.039 -2.314 0.564
H 0.361 -3.167 -3.346 0.492
H 3.345 -2.615 -3.188 0.526
H 4.613 -0.701 -1.742 0.533
H 2.717 0.543 -0.324 0.569
H -0.949 -4.024 -0.488 0.122
H -1.356 -6.394 0.029 0.438
H -2.726 -7.786 -1.485 0.405
H -3.686 -6.787 -3.535 0.411
H -3.285 -4.417 -4.056 0.424
C -3.620 -1.746 0.021 -1.272
P -2.610 -0.253 -0.271 1.078
C -3.086 0.450 -1.880 -1.640
C -3.479 0.901 0.860 -1.257
C -2.909 2.289 1.112 -1.239
P -1.374 2.310 2.129 1.002
C -1.408 4.058 2.669 -1.539
C -1.970 1.482 3.654 -1.534
H -4.578 -1.680 -0.500 0.366
H -3.815 -1.813 1.091 0.503
H -3.112 -2.658 -0.273 0.261
H -4.170 0.410 -2.008 0.455
H -2.597 -0.061 -2.702 0.447
H -2.765 1.492 -1.907 0.370
H -3.656 0.373 1.798 0.598
H -4.458 0.997 0.375 0.527
H -3.674 2.882 1.625 0.606
H -2.701 2.799 0.167 0.401
H -2.290 4.282 3.271 0.483
H -1.410 4.708 1.794 0.408
H -0.516 4.287 3.250 0.365
H -2.952 1.846 3.969 0.440
H -1.260 1.677 4.458 0.447
H -2.028 0.400 3.531 0.328
C 5.557 2.342 1.529 -1.137
C 4.730 2.459 2.803 -0.029
C 4.296 1.112 3.372 -0.972
C 3.384 0.302 2.443 -0.549
Ge 1.712 1.229 2.095 0.315
C 1.731 2.654 0.780 -1.479
C 0.764 2.550 -0.407 1.071
C 1.337 3.103 -1.706 -0.706
C 0.375 2.899 -2.866 -1.224
H 5.971 3.304 1.233 0.370
H 4.973 1.970 0.685 0.134
H 6.391 1.653 1.671 0.362
H 3.852 3.088 2.610 0.062
H 5.302 2.991 3.565 0.467
H 3.799 1.270 4.332 0.286
H 5.187 0.515 3.587 0.462
H 3.130 -0.653 2.910 0.533
H 3.879 0.060 1.505 0.337
H 1.098 1.581 3.463 -0.266
H 2.761 2.693 0.418 0.960
H 1.566 3.583 1.331 0.599
H -0.160 3.083 -0.164 0.479
H 0.468 1.512 -0.590 -0.822
H 2.287 2.604 -1.921 0.304
H 1.567 4.165 -1.585 0.464
H 0.123 1.841 -2.973 0.134
H 0.801 3.233 -3.810 0.434
H -0.554 3.452 -2.711 0.300
O -0.441 -2.427 1.252 -0.299
S 0.346 -1.497 2.050 0.133
N 0.522 -0.181 1.334 -0.085

91
Properties=species:S:1:pos:R:3:mulliken_charge:R:1 method="wB97M-V/def2-TZVPD" homo_energy_ev=-2.28 charge=-1 e_lumo_ha=0.058 total_energy_ha=-2673.06966
C 3.093 -0.326 2.195 -1.115
C 3.041 -1.552 3.099 -0.270
P 2.270 -3.000 2.163 1.135
C 3.742 -4.099 1.934 -1.491
N 1.271 -3.717 3.246 -0.966
C -0.143 -3.517 2.986 -0.824
C -0.638 -2.066 2.944 0.890
O -1.161 -1.633 4.187 -0.603
C -1.690 -1.872 1.811 0.490
N -3.065 -1.890 2.311 -0.666
H 2.087 -0.001 1.962 0.147
H 3.547 -0.593 1.249 0.229
H 3.630 0.500 2.654 0.413
H 4.032 -1.786 3.485 0.575
H 2.358 -1.343 3.909 -0.325
H 3.671 -4.998 2.536 0.395
H 4.669 -3.594 2.190 0.397
H 3.826 -4.410 0.902 0.286
H -0.704 -4.003 3.792 0.326
H -0.421 -4.002 2.057 0.266
H 0.157 -1.373 2.714 -0.535
H -1.558 -2.391 4.615 0.394
H -1.523 -0.897 1.372 -0.712
H -1.517 -2.640 1.073 0.358
H -3.450 -2.819 2.333 0.237
H -3.670 -1.260 1.816 0.175
C 1.171 -0.361 -2.642 -1.369
C 1.586 -1.699 -2.071 0.585
C 1.552 -2.851 -3.038 -0.612
O 1.346 -3.961 -2.189 -0.393
C 0.672 -3.533 -1.080 0.271
O 0.185 -4.278 -0.279 -0.451
O 0.635 -2.168 -1.066 -0.013
H 0.835 0.302 -1.848 0.265
H 2.014 0.108 -3.153 0.412
H 0.355 -0.474 -3.346 0.290
H 2.561 -1.628 -1.579 0.253
H 2.472 -2.981 -3.605 0.328
H 0.703 -2.780 -3.724 0.313
C 2.542 4.516 -5.663 -1.444
C 1.711 3.278 -5.888 0.504
C 0.432 3.473 -6.668 -0.556
O -0.386 2.403 -6.177 -0.332
C 0.018 2.137 -4.904 0.574
O -0.579 1.448 -4.131 -0.467
O 1.184 2.767 -4.645 -0.317
H 3.189 4.384 -4.799 0.369
H 3.160 4.722 -6.538 0.396
H 1.911 5.384 -5.470 0.333
H 2.318 2.486 -6.335 0.298
H 0.555 3.395 -7.745 0.305
H -0.058 4.417 -6.422 0.311
C -3.666 2.802 -0.285 -1.659
C -2.237 2.668 -0.741 1.070
C -1.218 2.442 0.336 -0.045
O -0.028 2.990 -0.259 -0.322
C -0.412 3.953 -1.112 0.624
O 0.321 4.737 -1.624 -0.613
O -1.746 3.909 -1.310 -0.390
H -4.247 3.341 -1.030 0.286
H -4.110 1.822 -0.138 0.309
H -3.736 3.361 0.652 0.467
H -2.160 1.902 -1.510 0.053
H -1.071 1.396 0.591 -0.199
H -1.429 3.010 1.245 0.353
C 2.425 -1.191 7.254 -1.030
C 3.762 -1.820 7.530 0.627
C 3.790 -3.331 7.494 -0.497
O 4.895 -3.625 8.376 -0.336
C 4.983 -2.615 9.268 0.615
O 5.656 -2.638 10.251 -0.562
O 4.203 -1.579 8.894 -0.399
H 2.369 -0.184 7.665 0.370
H 2.255 -1.142 6.179 0.069
H 1.611 -1.767 7.696 0.328
H 4.522 -1.404 6.866 0.223
H 3.963 -3.745 6.506 0.261
H 2.887 -3.769 7.921 0.315
C -6.265 4.012 -4.707 -1.439
C -5.511 2.705 -4.696 0.470
C -6.349 1.454 -4.857 -0.553
O -5.548 0.472 -4.189 -0.366
C -4.826 1.114 -3.234 0.539
O -4.209 0.579 -2.378 -0.396
O -4.914 2.458 -3.409 -0.215
H -5.687 4.786 -4.205 0.371
H -6.462 4.329 -5.730 0.386
H -7.219 3.921 -4.185 0.333
H -4.704 2.727 -5.432 0.286
H -6.520 1.166 -5.890 0.298
H -7.305 1.531 -4.334 0.310